Molecular formula: C20H22N2O3S
Method: DFT, wB97M-V/def2-TZVPD

Results
lowest unoccupied orbital energy	0.081	eV
HOMO-LUMO gap	7.936	eV
total charge	0
highest occupied orbital energy	-7.86	eV
energy relative to the best compared isomer or geometry (same formula, charge and spin)	16.370	eV

Geometry as XYZ:
```
48
Properties=species:S:1:pos:R:3:mulliken_charge:R:1
H -1.304 -0.082 4.205 0.32
H -2.586 -2.443 -0.644 0.42
H 2.041 -0.830 0.945 0.28
S -1.708 2.379 -1.936 -0.19
C -1.923 1.636 -0.413 0.45
O 4.011 2.108 0.705 -0.52
H -2.318 1.010 -3.775 0.48
H -4.340 0.954 1.838 0.66
C -3.424 0.954 1.708 -1.17
H -0.398 -0.064 -2.229 0.36
N -1.158 -0.472 -1.879 -0.08
O 1.258 0.055 -2.479 -0.40
C 0.737 -1.537 -0.829 0.34
H -1.439 -4.374 0.521 0.59
H 2.008 1.497 1.304 0.45
H 2.648 2.638 -0.681 0.20
H 4.443 2.653 -1.010 0.60
C 1.561 -0.502 -1.608 0.63
H 3.359 0.934 2.440 0.36
C -3.265 1.555 0.338 -0.30
C 2.901 -0.129 0.575 -0.36
N 2.643 0.077 -0.729 0.36
H -3.051 0.458 4.242 0.46
C -0.636 -1.600 -1.288 -0.49
C -0.771 -3.797 0.140 -0.78
H -3.851 1.422 -2.632 0.36
H 0.104 1.459 0.043 0.81
C 3.734 2.211 -0.625 -0.76
C -0.798 0.992 1.692 -1.35
H 3.862 -0.748 0.777 0.25
C 0.535 -3.744 0.300 -0.61
H 1.040 -4.505 0.984 0.27
C -2.322 0.054 3.700 -1.57
C 3.533 0.927 -1.224 -0.53
C -0.766 1.422 0.433 -0.69
C 1.452 -2.562 -0.359 -0.31
H -0.181 0.672 2.203 1.04
C -2.588 -0.121 -2.165 0.34
C -1.473 -2.631 -0.479 -0.45
C -2.062 0.687 2.268 0.89
H 3.280 1.223 -2.669 0.13
O -3.411 -1.016 -1.748 -0.67
C -2.713 1.295 -2.788 -0.53
H 4.629 0.611 -1.349 0.30
C 2.928 1.084 1.446 -0.79
H 2.450 -2.719 -0.388 0.76
H -2.531 -1.047 3.481 0.30
H -4.140 1.957 -0.367 0.16
```